(1)
C11H19FIN3O3Sb | ωB97M-V/def2-TZVPD

The largest force on an atom is 1.18 eV/A. The charge is -1. As for the orbital gap: 8.5 eV.

```
39
Properties=species:S:1:pos:R:3:nbo_charge:R:1
N 3.281 1.721 1.436 -0.66
H -3.343 1.704 -1.627 0.35
C 0.369 1.241 -0.079 -0.42
C 1.516 -1.448 -1.525 -0.92
N -0.220 -2.089 4.175 -0.54
H -0.714 0.782 -1.947 0.22
O 2.517 -0.161 -3.249 -0.57
H -0.534 -0.095 1.439 0.24
F 2.576 -3.259 0.459 -0.70
C -0.886 1.250 -0.977 -0.40
H -2.485 1.168 0.501 0.16
H 3.469 2.630 1.015 0.33
H 3.679 -0.901 -1.833 0.11
C 3.659 0.810 0.629 0.13
C 0.677 -2.050 3.437 0.57
H 0.569 -1.003 -1.822 0.24
H -6.035 1.504 -0.729 0.23
Sb 1.589 -1.568 0.673 2.06
H -1.113 2.297 -1.209 0.19
C -5.327 0.965 -0.095 -0.73
N -3.212 0.713 -1.439 -0.67
C 0.433 0.228 1.059 -0.80
H 1.473 -2.497 -1.829 0.28
H 0.456 2.233 0.375 0.21
H 4.115 1.088 -0.331 0.14
O -4.754 -0.973 -1.347 -0.53
H 3.864 -0.815 1.930 0.26
H -5.905 0.295 0.536 0.24
H -4.740 1.675 0.482 0.22
C 3.551 -0.642 0.898 -0.88
O 1.746 -1.925 2.768 -0.77
H 1.238 1.180 -0.739 0.21
H 0.930 0.693 1.911 0.25
H 4.264 -1.189 0.283 0.23
H -2.017 -0.416 -0.140 0.23
I -0.756 -3.112 0.528 -0.41
C -2.143 0.635 -0.397 -0.23
C 2.652 -0.801 -2.224 0.42
C -4.438 0.131 -0.996 0.71
```

=====

(2)
C32H90N6O10 | ωB97M-V/def2-TZVPD

The largest force on an atom is 3.38 eV/A. Its SMILES is COC[C@H](C)N.COC[C@H](C)N.COC[C@H](C)N.COC[C@H](C)N.COC[C@H](C)N.COC[C@H](C)N.CCO.CCO.CCO.CCO. As for the orbital gap: 9.1 eV.

```
138
Properties=species:S:1:pos:R:3:mulliken_charge:R:1
H 1.131 5.028 3.873 0.23
H 5.065 1.363 -4.619 0.35
H -2.979 4.903 -1.189 0.45
H -0.630 0.733 -3.516 0.12
H -1.210 -6.111 -2.038 0.31
C 0.694 0.229 4.133 0.16
H 5.650 -0.688 -5.152 0.31
H 2.621 2.642 2.728 0.12
H 0.879 -6.019 -0.870 0.35
H 3.546 4.206 2.762 0.46
O 4.698 -0.574 -5.208 -0.56
C 2.061 -0.364 -0.386 -1.74
C -0.734 0.653 -4.598 -1.75
C 2.937 1.069 -4.844 -0.92
C -2.712 3.897 -1.510 -1.10
H -2.638 1.709 -3.237 -0.53
H -5.143 -1.069 3.202 0.29
H 4.357 0.231 -3.457 -0.04
H -5.090 3.010 -3.514 0.32
H -2.248 4.381 4.066 0.37
H -4.191 -1.352 -3.526 -0.03
C -2.756 0.354 0.004 -0.87
N -0.887 -5.561 -1.255 -0.53
H -1.104 0.043 2.974 -0.09
H -3.847 2.079 5.789 0.12
H -4.737 -2.313 -2.128 0.35
H 4.748 -3.797 -1.829 0.13
C -5.312 0.055 5.118 -0.31
H -4.712 -3.032 -3.752 0.35
H -1.617 -5.736 -0.579 0.27
H 1.072 -0.247 5.038 0.39
H -0.297 -0.339 -4.718 0.48
H 3.840 3.064 -0.598 0.19
C -2.457 3.577 6.053 0.43
C -1.723 3.690 4.726 -0.30
C 4.745 1.357 1.124 -0.64
H -2.272 2.472 7.965 0.41
C 3.595 3.124 2.641 -1.27
H 2.317 -0.831 0.565 0.29
C -4.202 -2.345 -3.077 -0.67
O -4.391 1.349 -4.278 -0.41
N 3.427 3.301 0.293 -0.76
H -5.950 -0.678 5.611 0.36
H 6.360 -0.133 -1.475 0.28
H -2.903 2.661 -4.602 0.48
H 5.506 -5.254 -2.316 0.34
C 0.028 -3.792 -2.743 -0.68
H 1.322 -4.007 0.193 -0.05
C -5.149 1.939 -3.324 -0.38
H 1.858 -1.271 -0.955 0.49
H -6.435 0.028 3.290 0.40
C -0.410 -0.003 -0.217 -0.92
C -1.206 3.712 -1.196 0.24
O -1.162 3.520 0.154 -0.47
H 1.899 -6.981 -1.491 0.30
C 0.963 0.669 -0.358 1.09
C -2.583 -4.098 -2.425 -1.06
H -0.233 -2.917 -3.339 0.12
H -4.797 1.724 -2.314 -0.01
H 0.437 2.270 0.623 0.23
H -1.439 1.720 6.544 0.13
H 2.671 1.870 -4.155 0.32
H -0.066 1.407 -5.014 0.34
H -4.392 3.128 6.744 0.33
H -0.642 4.597 -1.490 0.42
C 4.322 0.576 -4.490 0.02
O -0.347 4.058 4.936 -0.38
H 5.211 3.418 1.292 0.48
H -2.515 -0.436 -4.698 -0.21
H -2.927 3.865 -2.578 0.32
N -2.209 0.691 -6.377 -0.85
N -3.833 3.083 5.904 -0.70
H -2.474 4.556 6.533 0.30
C -0.432 -0.631 3.505 -0.60
H 4.395 -6.748 -1.179 0.38
O 1.686 0.288 3.206 -0.44
H -3.511 1.116 -0.191 0.23
H 2.088 -4.921 1.530 0.39
H -3.383 3.176 -1.042 0.16
H 2.207 0.272 -4.702 0.16
C -2.199 0.574 -4.959 1.53
H -6.139 1.491 -3.403 0.29
C 5.528 -4.498 -1.531 -0.57
H -3.174 0.546 -6.639 0.29
H 0.944 1.121 -1.350 0.12
O 5.563 1.147 -0.041 -0.41
H -1.361 2.584 0.227 0.23
N 1.217 1.635 0.709 0.45
N 1.755 -6.466 -0.635 -0.80
H 2.623 -4.900 -1.463 0.11
H 0.961 -3.638 -2.201 -0.28
H 2.886 1.524 -5.834 0.41
H -3.939 -0.485 6.421 0.28
H 4.194 2.726 3.460 0.39
C 2.744 -5.407 -0.505 0.95
H -2.915 0.035 1.034 0.24
H -0.403 4.981 3.023 0.35
H 0.231 -4.578 -3.470 0.47
H -4.757 0.680 3.214 0.14
H 2.905 -3.585 0.726 0.27
H 0.264 1.226 4.230 -0.22
H -0.413 -0.544 0.730 -0.22
C 0.245 4.419 3.697 -0.39
H 2.020 2.239 0.599 0.17
O 5.238 -5.125 -0.308 -0.35
C 5.903 -0.177 -0.487 -0.40
O -2.854 -2.731 -2.875 -0.05
H -1.771 -0.142 -6.742 0.31
H 6.549 -0.712 0.209 0.31
H -0.773 3.128 7.335 0.40
C 4.315 2.800 1.339 0.29
O -4.023 -0.287 5.485 -0.47
H 6.458 -3.931 -1.479 0.25
H 0.488 3.518 3.134 0.06
C 2.250 -4.441 0.564 -0.89
H 2.985 0.040 -0.801 0.02
O -1.451 0.879 -0.200 0.25
H -0.485 -0.897 -0.836 0.13
H -2.957 -0.513 -0.626 0.07
H -1.694 2.746 4.183 -0.05
H -3.329 -4.349 -1.671 0.42
C 4.161 -6.054 -0.371 -0.95
H 4.159 -6.564 0.593 0.31
H 4.987 -0.754 -0.621 -0.01
C -3.013 1.632 -4.258 0.00
H 5.439 1.126 1.933 0.52
H -0.830 2.785 -1.629 -0.12
H 1.506 0.922 2.507 -0.14
C -1.145 -4.200 -1.744 0.54
C -1.708 2.647 7.049 -1.29
H -2.635 -4.683 -3.343 0.35
H -1.055 -1.051 4.295 0.50
H 3.922 0.655 1.260 0.15
H -5.617 1.001 5.567 0.31
H -1.108 -3.499 -0.910 0.02
H 3.361 4.305 0.389 0.24
C -5.404 -0.098 3.621 -0.97
H -0.097 -1.416 2.828 0.12
```

=====

(3)
CHClN4OP | ωB97M-V/def2-TZVPD

The largest force on an atom is 5.14 eV/A. The charge is -1. As for the orbital gap: 8.7 eV.

```
9
Properties=species:S:1:pos:R:3:nbo_charge:R:1
P 1.617 0.111 -1.006 1.15
C 1.048 -0.852 0.558 -0.15
N -1.509 -0.039 0.619 -0.51
O 0.502 1.039 -1.369 -1.13
H -0.631 -0.340 0.806 0.39
N 1.038 -1.291 1.633 -0.41
N -2.110 0.133 -0.350 0.30
N -2.789 0.128 -1.263 -0.21
Cl 2.835 1.111 0.372 -0.43
```

=====

(4)
C7H6NO6Sn | ωB97M-V/def2-TZVPD

The largest force on an atom is 5.26 eV/A. The charge is +3. As for the orbital gap (spin up / spin down): 4.6 / 4.6 eV.

```
21
Properties=species:S:1:pos:R:3:nbo_charge:R:1
O 5.638 0.548 0.298 -0.38
C -1.444 -0.970 -1.310 0.60
C 0.408 -2.119 1.282 0.51
O -1.627 1.328 2.393 -0.31
H -4.781 -0.066 -0.142 0.30
Sn 0.614 -0.176 -0.186 1.41
O -2.467 -1.210 -1.775 -0.24
C 0.376 2.082 -1.265 0.55
H -4.510 0.848 1.380 0.31
H -3.211 3.118 -1.317 0.44
O 0.590 -2.871 2.134 -0.19
C -3.146 1.349 -0.231 0.72
H -4.734 2.556 -0.703 0.45
N -3.736 2.416 -0.803 -0.68
C 4.572 0.291 -0.019 0.41
O -1.896 1.175 -0.330 -0.80
H 1.572 0.718 0.995 0.17
O 0.075 3.182 -1.398 -0.25
H -3.365 -0.458 0.903 0.22
C -0.895 0.810 1.690 0.49
C -4.003 0.360 0.523 -0.74
```